1.
Computed, not measured: an isolated molecule of CH4O2S at a distorted geometry, with ωB97M-V with the def2-TZVPD basis set.

Total charge: 0
Relative energy (zero: lowest compared OMol25 entry of this formula, charge and spin): 184.6 kJ/mol
Frontier orbital gap: 9.67 eV
Structure (SMILES): OCOS

Cartesian coordinates (Å):
O1 -1.180 0.062 -0.773
C1 0.215 -0.004 -0.685
O2 0.661 0.790 0.403
S1 0.793 -0.080 1.903
H1 -1.394 0.923 -0.444
H2 0.613 0.415 -1.707
H3 0.469 -1.051 -0.298
H4 -0.177 -1.055 1.600

Forces on the atoms, in the same order (eV/Å):
0.00 -0.96 -0.03
0.46 -0.63 -0.03
0.24 -0.11 0.75
-1.03 -0.25 -1.57
-0.50 0.97 0.21
0.04 -1.02 2.16
-0.03 0.94 -1.99
0.81 1.06 0.49

---

2.
Computed, not measured: an isolated molecule of C20H19FN4O2S at a distorted geometry, with ωB97M-V with the def2-TZVPD basis set.

Total charge: 0
Relative energy (zero: lowest compared OMol25 entry of this formula, charge and spin): 169.9 kJ/mol
Frontier orbital gap: 8.67 eV
Structure (SMILES): O=C(CSc1nnc(CNc2ccc(F)cc2)o1)N1CCCc2ccccc21

Cartesian coordinates (Å):
O1 -0.061 -1.754 0.621
C1 -0.787 -1.319 -0.250
C2 -2.258 -1.038 0.064
S1 -2.881 -2.246 1.287
C3 -1.848 -1.898 2.624
N1 -1.529 -2.698 3.590
N2 -0.749 -1.987 4.430
C4 -0.632 -0.801 3.938
C5 0.176 0.343 4.464
N3 -0.303 1.627 4.014
C6 -0.360 1.938 2.667
C7 0.515 1.380 1.731
C8 0.449 1.744 0.401
C9 -0.494 2.672 0.002
F1 -0.582 3.012 -1.312
C10 -1.366 3.254 0.903
C11 -1.293 2.883 2.230
O2 -1.337 -0.659 2.790
N4 -0.371 -1.029 -1.510
C12 -1.260 -0.357 -2.455
C13 -0.566 0.011 -3.760
C14 0.768 0.680 -3.448
C15 1.606 -0.353 -2.760
C16 2.948 -0.521 -3.061
C17 3.681 -1.550 -2.499
C18 3.052 -2.453 -1.661
C19 1.712 -2.305 -1.352
C20 0.986 -1.237 -1.870
H1 -2.924 -1.159 -0.785
H2 -2.360 -0.032 0.475
H3 1.216 0.209 4.147
H4 0.158 0.308 5.555
H5 -1.102 1.967 4.533
H6 1.243 0.643 2.025
H7 1.126 1.308 -0.317
H8 -2.090 3.977 0.563
H9 -1.972 3.326 2.944
H10 -2.107 -1.015 -2.682
H11 -1.644 0.558 -1.991
H12 -1.221 0.675 -4.324
H13 -0.386 -0.886 -4.356
H14 1.259 1.019 -4.361
H15 0.602 1.553 -2.814
H16 3.418 0.169 -3.747
H17 4.730 -1.659 -2.732
H18 3.602 -3.283 -1.245
H19 1.236 -3.018 -0.702

Forces on the atoms, in the same order (eV/Å):
0.09 -0.05 -0.05
-0.32 0.07 0.32
0.09 -0.45 0.55
-0.27 0.14 -0.44
0.15 -0.11 0.45
-0.89 -0.61 -1.30
0.85 1.09 0.89
-0.03 -0.50 0.34
0.11 0.02 -0.27
-0.17 0.10 0.64
0.10 0.35 -0.52
-0.12 0.12 0.27
-0.20 0.23 -0.21
-0.01 -0.07 0.09
0.02 0.03 0.02
0.12 -0.08 -0.28
0.15 -0.18 0.10
-0.13 -0.14 0.19
0.30 -0.06 -0.31
-0.48 0.14 -0.34
0.00 0.12 0.18
-0.09 -0.08 -0.06
-0.04 0.05 0.07
0.03 -0.06 0.06
0.08 0.02 -0.04
-0.01 0.01 -0.03
0.00 -0.14 0.01
0.48 -0.03 -0.04
-0.01 0.09 0.01
0.02 0.04 -0.14
-0.08 0.03 0.14
0.05 -0.02 -0.15
0.12 -0.09 -0.06
0.07 -0.12 0.04
0.08 -0.06 -0.13
-0.06 0.08 -0.05
-0.08 0.05 0.08
0.05 0.13 0.03
-0.02 -0.06 -0.06
-0.07 -0.05 0.01
-0.03 0.03 -0.03
0.03 0.01 0.04
-0.02 0.06 0.01
0.03 0.06 -0.09
0.09 -0.02 -0.03
0.04 -0.08 0.05
-0.02 0.00 0.03

---

3.
Computed, not measured: C22H34BF14NOSi2Zn as an isolated structure, with ωB97M-V with the def2-TZVPD basis set.

Total charge: -2
Relative energy (zero: lowest compared OMol25 entry of this formula, charge and spin): 48.1 kJ/mol
Frontier orbital gap: 6.76 eV

Cartesian coordinates (Å):
Zn1 0.194 0.499 0.209
C1 2.106 0.136 4.570
Si1 0.777 0.977 3.493
C2 -0.462 1.717 4.752
C3 1.553 2.481 2.658
N1 0.090 -0.062 2.325
C4 -0.573 -1.209 2.581
C5 -1.002 -1.677 3.849
C6 -1.705 -2.858 4.008
C7 -2.020 -3.661 2.918
C8 -1.601 -3.255 1.654
C9 -0.906 -2.081 1.521
F1 -0.515 -1.702 0.266
H1 2.809 0.872 4.968
H2 2.671 -0.582 3.973
H3 1.665 -0.404 5.413
H4 0.045 2.444 5.395
H5 -0.917 0.964 5.401
H6 -1.271 2.233 4.231
H7 2.398 2.863 3.236
H8 0.824 3.288 2.550
H9 1.921 2.222 1.664
H10 -0.760 -1.072 4.714
H11 -2.013 -3.159 5.004
H12 -2.574 -4.583 3.044
H13 -1.810 -3.845 0.770
C10 -1.666 3.400 1.249
Si2 -1.440 2.169 -0.216
C11 -3.243 1.453 -0.422
C12 -3.336 0.500 -1.619
C13 -4.327 2.528 -0.557
C14 -3.543 0.641 0.847
C15 -0.890 3.366 -1.654
C16 -1.590 4.731 -1.626
C17 0.616 3.592 -1.444
C18 -1.079 2.749 -3.043
H14 -2.487 4.104 1.091
H15 -0.751 3.980 1.394
H16 -1.858 2.867 2.182
H17 -3.279 1.031 -2.570
H18 -4.292 -0.041 -1.590
H19 -2.526 -0.231 -1.614
H20 -4.166 3.156 -1.436
H21 -4.360 3.170 0.326
H22 -5.309 2.048 -0.661
H23 -2.835 -0.181 0.964
H24 -4.552 0.212 0.785
H25 -3.490 1.261 1.746
H26 -1.407 5.260 -0.688
H27 -2.670 4.629 -1.755
H28 -1.209 5.353 -2.447
H29 0.828 4.010 -0.454
H30 1.007 4.286 -2.198
H31 1.160 2.649 -1.536
H32 -2.136 2.651 -3.302
H33 -0.620 1.763 -3.108
H34 -0.609 3.388 -3.803
F2 0.456 -2.236 -3.382
B1 0.060 -0.894 -3.356
F3 -1.280 -0.776 -3.791
F4 0.891 -0.112 -4.168
F5 0.131 -0.406 -2.004
F6 3.489 -1.247 1.821
C19 4.217 -0.376 1.108
F7 4.399 0.710 1.887
F8 5.443 -0.937 0.941
C20 3.466 0.016 -0.226
O1 2.252 0.428 0.030
C21 3.520 -1.232 -1.191
F9 2.754 -1.046 -2.255
F10 4.780 -1.498 -1.647
F11 3.093 -2.346 -0.568
C22 4.291 1.174 -0.910
F12 3.903 1.361 -2.180
F13 4.076 2.328 -0.252
F14 5.638 0.994 -0.928

Forces on the atoms, in the same order (eV/Å):
0.70 -0.18 0.51
-0.18 -0.09 -0.20
0.11 0.32 0.43
0.06 -0.21 -0.13
-0.13 -0.17 -0.11
0.08 0.19 -0.49
0.04 -0.08 0.08
0.13 0.11 -0.10
-0.04 -0.11 -0.03
0.00 -0.02 0.14
0.01 0.01 -0.10
-0.13 -0.07 0.06
-0.04 -0.09 0.05
-0.03 0.04 0.02
0.01 0.04 0.04
-0.02 0.01 -0.01
0.04 0.02 -0.03
0.02 0.02 -0.01
-0.02 0.05 -0.01
0.00 -0.03 0.05
0.04 -0.07 0.04
0.10 0.00 -0.03
-0.04 -0.04 0.03
0.01 0.01 0.00
0.00 0.01 -0.01
0.02 0.04 -0.03
0.18 -0.20 -0.03
-0.31 0.56 -0.13
0.03 -0.04 -0.08
0.12 0.06 0.12
0.18 -0.07 0.01
0.13 0.12 -0.06
-0.03 0.00 -0.04
0.04 -0.17 0.05
-0.13 -0.13 0.04
0.01 -0.04 0.13
-0.02 0.00 -0.07
-0.08 0.03 -0.02
0.02 -0.02 0.02
0.01 -0.06 0.00
-0.01 -0.01 -0.02
-0.04 -0.02 -0.06
-0.05 -0.01 -0.01
-0.04 0.06 -0.03
-0.04 0.02 0.00
-0.01 -0.06 0.06
-0.01 -0.02 0.01
-0.02 -0.05 0.02
-0.02 0.03 -0.02
0.00 0.07 0.00
-0.01 0.04 0.00
0.05 -0.01 -0.01
0.00 0.03 -0.01
0.07 0.06 0.01
0.01 0.01 -0.01
-0.03 -0.02 -0.07
0.01 0.01 -0.01
-0.06 0.05 -0.02
-0.15 -0.04 -0.04
0.15 -0.03 0.03
-0.06 -0.02 0.04
-0.09 0.00 -0.10
0.14 0.14 -0.14
-0.08 -0.09 0.10
-0.01 -0.11 -0.10
-0.28 0.08 -0.01
0.68 -0.29 -0.17
-0.86 0.17 0.15
-0.14 -0.04 -0.23
0.28 0.00 0.24
-0.22 0.06 0.16
0.10 0.15 -0.01
-0.03 0.21 0.07
0.10 0.00 0.20
0.06 -0.11 -0.18
-0.27 0.00 0.00

---

4.
Computed, not measured: a 2-piece molecular cluster, C5H11NO overall at a distorted geometry, with ωB97M-V with the def2-TZVPD basis set.

Total charge: 0
Relative energy (zero: lowest compared OMol25 entry of this formula, charge and spin): 285.1 kJ/mol
Frontier orbital gap: 9.38 eV
Structure (SMILES): C=NC(=C)CC.O

Cartesian coordinates (Å):
C1 -0.523 -0.986 -2.863
N1 -0.928 -0.211 -1.956
C2 -0.429 -0.200 -0.608
C3 0.459 -1.096 -0.174
C4 -1.066 0.886 0.197
C5 -0.322 2.233 0.212
H1 0.308 -1.698 -2.859
H2 -1.120 -1.066 -3.767
H3 0.565 -1.262 0.885
H4 1.149 -1.320 -0.962
H5 -1.255 0.574 1.229
H6 -2.068 1.023 -0.214
H7 0.113 2.444 -0.764
H8 0.433 2.271 0.985
H9 -1.081 2.960 0.491
O1 1.921 -1.590 3.048
H10 2.564 -1.945 3.657
H11 1.278 -1.017 3.464

Forces on the atoms, in the same order (eV/Å):
-0.24 -0.39 -0.40
0.19 0.32 -0.01
-0.07 -0.07 -0.09
-0.50 1.58 -0.14
-0.94 -0.42 0.47
-0.63 -0.54 0.00
0.15 0.14 0.49
0.04 0.38 -0.16
0.76 -0.01 -0.02
0.39 -1.60 0.12
0.31 -0.14 0.00
0.03 0.23 -0.12
-0.05 0.23 0.06
0.41 -0.15 0.00
0.16 0.43 -0.25
-0.11 -0.17 -1.12
-0.14 0.21 0.56
0.23 -0.03 0.58